{
  "formula": "C18H18N2O5S",
  "method": "the ωB97M-V functional and the def2-TZVPD basis",
  "symbols": ["C", "H", "C", "C", "H", "H", "O", "C", "O", "C", "H", "H", "S", "C", "C", "C", "N", "C", "C", "C", "C", "C", "C", "C", "H", "O", "C", "O", "H", "H", "H", "H", "C", "C", "O", "N", "H", "H", "H", "H", "H", "H", "H", "H"],
  "coordinates": [[6.6192, 2.7370, 0.9466], [7.4362, 2.8431, 1.6548], [5.9910, 1.3555, 1.0729], [4.8412, 1.1885, 0.0912], [5.1833, 1.3095, -0.9425], [4.0465, 1.9188, 0.2764], [4.3012, -0.1317, 0.2394], [3.1200, -0.3651, -0.2953], [2.4684, 0.4481, -0.9074], [2.6542, -1.7789, -0.0241], [2.3722, -2.2816, -0.9477], [3.4239, -2.3393, 0.5018], [1.1927, -1.7512, 1.0894], [-0.1501, -1.6864, -0.0632], [-1.3137, -2.3118, 0.2201], [-1.4891, -3.0869, 1.3723], [-1.6745, -3.7553, 2.2883], [-2.5015, -2.1359, -0.7099], [-3.3310, -0.9790, -0.1904], [-4.2086, -1.2224, 0.8582], [-4.9782, -0.2150, 1.4313], [-4.8343, 1.0488, 0.9140], [-3.9520, 1.3035, -0.1363], [-3.1882, 0.3135, -0.7039], [-2.5233, 0.5481, -1.5169], [-4.0013, 2.6327, -0.4585], [-4.9440, 3.2091, 0.4191], [-5.4604, 2.2118, 1.2744], [-4.4570, 3.9941, 1.0198], [-5.7653, 3.6565, -0.1636], [-5.6567, -0.4150, 2.2427], [-4.2940, -2.2247, 1.2502], [-1.9922, -1.9751, -2.1416], [-0.8447, -0.9974, -2.2811], [-0.6437, -0.3253, -3.2634], [0.0227, -0.9646, -1.2174], [0.8172, -0.3222, -1.2906], [-2.7966, -1.6641, -2.8088], [-1.6195, -2.9414, -2.4984], [-3.1167, -3.0407, -0.6570], [5.6146, 1.2063, 2.0861], [6.7371, 0.5844, 0.8753], [5.8843, 3.5120, 1.1501], [7.0106, 2.8900, -0.0562]],
  "forces_ev_per_a": [[-0.103, -0.220, 0.015], [0.074, 0.078, 0.028], [-0.233, -0.087, -0.209], [0.196, 0.541, 0.030], [-0.081, -0.008, 0.101], [0.111, -0.103, -0.049], [0.286, -0.207, 0.230], [-0.302, -0.291, -0.152], [0.090, 0.128, -0.067], [-0.403, 0.156, 0.309], [0.121, 0.034, -0.007], [-0.057, -0.042, -0.077], [0.079, 0.008, -0.203], [0.009, -0.435, 0.479], [0.360, 0.429, -0.876], [0.128, -0.367, 0.424], [-0.107, -0.176, 0.331], [0.058, 0.092, 0.103], [-0.244, -0.141, 0.012], [0.089, -0.054, -0.135], [-0.081, 0.394, 0.008], [0.429, -0.056, -0.445], [-0.314, -0.214, 0.465], [-0.155, 0.283, 0.042], [0.067, 0.076, -0.166], [0.274, -0.354, -0.210], [-0.343, 1.221, 0.030], [-0.069, -0.431, 0.194], [-0.060, -0.245, -0.112], [0.179, -0.182, 0.104], [-0.104, -0.032, 0.120], [-0.017, -0.131, 0.024], [-0.156, 0.023, 0.017], [-0.224, -0.332, -0.219], [-0.066, 0.133, -0.143], [0.348, 0.295, 0.030], [-0.085, -0.071, 0.024], [0.120, 0.022, -0.027], [0.008, 0.047, 0.012], [0.123, 0.111, -0.026], [0.009, -0.066, 0.015], [0.005, -0.049, 0.055], [-0.034, 0.140, 0.018], [0.074, 0.083, -0.096]],
  "homo_ev": -8.040,
  "e_tot_ha": -1580.62523,
  "homo_lumo_gap_ev": 8.4
}

---

{
  "formula": "C3H7NO",
  "method": "the ωB97M-V functional and the def2-TZVPD basis",
  "symbols": ["C", "N", "H", "H", "H", "C", "C", "O", "H", "H", "H", "H"],
  "coordinates": [[0.9243, -0.9068, 1.9299], [1.8871, -0.6639, 1.1512], [-0.0702, -0.4910, 1.7461], [0.9820, -1.6332, 2.7423], [2.6876, -1.2298, 1.4434], [-0.9712, 0.4503, -2.1661], [-0.4939, 0.7151, -0.9677], [-1.0480, 1.5603, -0.0304], [-0.4555, -0.2535, -2.7986], [-1.9013, 0.8701, -2.5165], [0.4352, 0.2625, -0.6313], [-1.9759, 1.3199, 0.0978]],
  "forces_ev_per_a": [[-0.459, -0.509, -0.174], [0.054, -0.146, 0.102], [0.274, 0.298, 0.024], [0.043, 0.081, 0.165], [0.096, 0.264, -0.111], [-0.421, -0.095, -0.069], [0.515, -0.153, 0.264], [-0.260, -0.358, 0.120], [0.076, -0.002, -0.064], [-0.109, 0.108, -0.105], [0.034, 0.242, 0.062], [0.157, 0.270, -0.215]],
  "homo_ev": -9.326,
  "e_tot_ha": -248.43143,
  "homo_lumo_gap_ev": 10.3
}

---

{
  "formula": "C14H26BN9S4Zr",
  "method": "the ωB97M-V functional and the def2-TZVPD basis",
  "symbols": ["Zr", "N", "C", "C", "N", "C", "C", "N", "C", "C", "N", "H", "H", "H", "H", "H", "H", "H", "H", "H", "H", "H", "H", "H", "H", "H", "H", "H", "H", "B", "N", "C", "C", "C", "N", "N", "C", "C", "C", "N", "H", "H", "H", "H", "H", "H", "H", "H", "S", "C", "S", "S", "S", "C", "N"],
  "coordinates": [[9.1688, 7.8190, 9.0029], [9.7539, 5.8663, 10.1334], [10.9801, 5.0517, 10.0465], [12.1383, 5.9722, 9.9467], [11.8348, 7.0196, 8.9179], [12.7337, 8.2153, 9.1633], [12.1990, 9.5081, 8.5225], [10.8576, 9.6966, 9.0751], [12.0340, 6.5726, 7.5245], [10.8708, 5.6792, 6.9693], [9.4846, 6.1002, 7.3878], [9.5980, 6.2543, 11.0489], [9.0010, 5.2302, 9.9282], [10.8190, 4.4275, 9.1152], [11.0514, 4.4421, 10.9406], [13.0815, 5.4799, 9.7740], [12.3124, 6.5674, 10.8336], [13.7583, 7.9972, 8.8154], [12.7660, 8.3073, 10.2443], [12.0665, 9.4228, 7.4504], [12.9127, 10.3464, 8.7097], [10.3810, 10.5384, 8.7422], [11.0345, 9.7786, 10.0858], [13.0031, 6.0606, 7.4466], [12.0881, 7.4414, 6.9034], [11.0611, 4.6907, 7.2316], [10.8239, 5.7165, 5.8674], [9.0005, 5.2822, 7.6883], [8.9590, 6.4061, 6.5705], [6.7091, 5.1175, 8.6128], [6.5231, 6.2540, 7.6169], [5.2963, 6.5585, 7.1096], [5.2401, 7.9218, 6.8884], [6.4681, 8.4050, 7.3740], [7.2543, 7.4300, 7.7914], [6.5896, 5.7841, 10.0789], [5.7004, 5.5167, 11.0748], [5.8869, 6.4720, 12.0874], [6.9150, 7.3153, 11.5528], [7.3165, 6.8797, 10.3787], [5.8358, 4.3658, 8.4622], [7.7084, 4.4862, 8.4319], [4.6512, 5.6995, 7.0273], [4.5425, 8.5128, 6.3759], [6.8311, 9.4482, 7.3401], [4.9299, 4.7854, 10.9750], [5.5402, 6.4807, 13.1058], [7.4033, 8.1560, 12.0455], [8.6927, 11.3428, 12.0682], [8.8017, 10.0488, 11.1218], [7.9738, 10.0300, 9.5787], [9.6540, 8.5149, 11.5646], [9.4967, 9.0919, 6.5703], [9.1190, 8.0950, 5.3149], [8.9382, 7.3460, 4.4555]],
  "forces_ev_per_a": [[0.641, 0.040, 0.132], [0.024, -0.737, -0.142], [-1.024, -0.258, -0.708], [0.078, 1.663, -1.013], [0.459, 0.937, -0.222], [-0.221, -0.545, -0.591], [0.251, -0.445, -0.049], [0.579, 0.099, 0.515], [-0.904, -0.750, 0.053], [-0.269, 2.205, -0.936], [1.547, 0.267, -0.063], [-0.068, -0.266, 0.601], [-0.652, -0.110, 0.244], [0.638, 0.415, 1.368], [0.146, -0.471, -0.085], [0.421, -0.437, -0.457], [-0.410, -0.277, 0.668], [-0.230, 0.048, 0.042], [0.066, 0.400, 0.141], [0.347, -0.125, -0.263], [-0.587, -0.520, 0.067], [0.306, -0.210, 0.155], [-0.783, 0.264, -0.366], [-0.165, -0.204, -0.142], [0.006, 0.590, -0.293], [0.028, -1.780, 0.459], [0.620, 0.056, 0.381], [-0.534, -0.657, 0.371], [0.242, -0.066, -0.067], [-0.174, 0.362, 1.024], [0.067, 1.395, 0.410], [1.308, 0.115, 0.257], [1.022, -0.687, 0.557], [-0.120, 0.806, -0.873], [-1.459, -0.568, -0.295], [-0.605, -0.801, -0.840], [0.882, 1.530, 0.379], [1.308, -0.034, -1.412], [-1.095, -0.516, 1.712], [0.317, 0.096, -0.166], [-0.822, -0.615, 0.055], [0.674, -0.037, 0.350], [-0.395, 0.352, -0.348], [-1.014, 0.442, -0.325], [-0.358, -0.913, 0.006], [0.034, -0.559, -0.117], [-0.447, 0.144, -0.178], [-0.538, -0.454, -0.310], [0.237, 0.589, 0.808], [-0.189, -0.850, -0.219], [0.093, -0.435, 0.264], [0.313, 1.146, -0.704], [0.526, 0.944, 0.689], [0.149, -0.113, -0.099], [-0.264, -0.467, -0.428]],
  "homo_ev": -7.741,
  "e_tot_ha": -2706.69829,
  "homo_lumo_gap_ev": 7.9
}